24
Properties=species:S:1:pos:R:3:forces:R:3:mulliken_charge:R:1 method="wB97M-V/def2-TZVPD" gap_ev=8.57 e_lumo_ev=3.57 total_charge=-1 energy_ha=-987.57823 homo_energy_ev=-5.00 mol_weight_g_mol=213.15
H -0.74331 3.19673 -0.78653 -0.21 0.97 -0.50 0.22
N -0.30856 2.37351 -0.41880 -1.76 -0.52 1.24 -0.64
C -1.25050 1.68197 0.14410 0.55 -2.59 0.67 0.18
N -2.61891 1.89994 0.34407 1.22 1.58 -0.12 -0.33
C -0.81198 0.24790 0.76022 -0.77 0.61 -4.05 -0.51
C 0.56000 -0.17212 0.36744 2.19 -0.27 -1.27 0.71
C 1.11695 -0.06269 -0.97588 -2.71 0.87 2.47 -0.25
C 2.39826 -0.37577 -1.29378 -1.87 -0.79 2.21 -0.95
C 3.14435 -1.01076 -0.31935 -0.06 0.97 -0.82 -0.49
C 2.69080 -1.09299 0.94864 0.04 -1.30 2.49 -0.49
C 1.42099 -0.69479 1.32382 0.01 0.90 -3.00 -0.69
P -1.99360 -1.14118 0.19446 -1.70 -0.37 0.75 0.91
O -1.31966 -2.47058 0.40576 -0.29 0.98 0.01 -0.76
O -3.41368 -0.85399 0.70144 2.06 -0.04 -0.69 -0.83
O -2.01063 -0.86169 -1.43806 2.09 -1.70 -0.61 -0.57
H -3.33659 1.22642 0.22446 0.17 -1.91 0.36 0.19
H -3.05077 2.77975 0.16497 0.58 0.97 -0.38 0.23
H -0.75159 0.25124 1.78096 -0.71 0.37 2.79 0.70
H 0.36517 0.42718 -1.55333 0.30 0.14 -1.31 0.46
H 2.75721 -0.24193 -2.23672 1.01 0.36 -2.52 0.48
H 4.07072 -1.27227 -0.69422 2.17 -0.96 0.18 0.41
H 3.18982 -1.56429 1.81823 0.54 0.22 -1.03 0.24
H 1.17805 -0.75778 2.31563 -0.90 -0.22 2.36 0.43
H -1.28255 -1.51180 -1.77753 -1.94 1.73 0.79 0.35